Entry 1:
120
Properties=species:S:1:pos:R:3:lowdin_charge:R:1 method="wB97M-V/def2-TZVPD" energy_ev=-61706.721 lumo_energy_ha=0.0125 relative_energy_ev=0.000 smiles="NC(N)=O.NC(N)=O.NC(N)=O.CC(C)O.CC(C)O.CC(C)O.CC(C)O.CC(C)O.CC(C)O.CC(C)O.CO.CO" orbital_gap_ev=9.768 spin_multiplicity=1
C 9.581 8.592 11.652 -0.60
O 9.085 7.527 11.943 0.02
N 10.865 8.580 10.982 0.13
N 9.008 9.894 11.850 0.15
H 11.226 7.771 10.510 0.09
H 11.272 9.492 10.787 0.05
H 8.326 9.877 12.591 0.09
H 9.521 10.732 11.590 0.04
C 11.192 11.779 8.922 -0.59
O 10.587 11.684 9.979 0.00
N 12.596 11.693 8.804 0.16
N 10.474 12.035 7.726 0.13
H 12.956 11.798 7.866 0.08
H 13.200 11.255 9.502 0.06
H 9.488 11.882 7.842 0.10
H 10.994 11.852 6.879 0.08
C 10.427 15.139 18.980 -0.57
O 10.298 16.365 18.948 0.01
N 9.442 14.327 18.350 0.13
N 11.455 14.373 19.650 0.15
H 9.799 13.403 18.115 0.04
H 8.785 14.711 17.684 0.06
H 11.196 13.415 19.852 0.05
H 12.229 14.860 20.068 0.09
C 12.175 8.288 14.192 -0.05
C 13.622 8.668 14.443 -0.44
C 14.532 7.464 14.350 -0.04
O 13.957 9.708 13.444 -0.09
H 11.890 7.369 14.716 0.09
H 12.163 8.127 13.110 0.06
H 11.476 9.124 14.354 0.07
H 13.623 9.082 15.449 0.12
H 14.243 7.048 13.399 0.08
H 14.320 6.769 15.154 0.08
H 15.588 7.801 14.364 0.09
H 13.871 10.570 13.863 0.05
C 16.566 11.523 14.981 -0.04
C 17.119 12.279 13.786 -0.45
C 16.299 12.178 12.524 -0.04
O 17.262 13.663 14.182 -0.07
H 17.290 11.629 15.803 0.08
H 16.429 10.451 14.801 0.08
H 15.608 11.953 15.318 0.06
H 18.078 11.867 13.484 0.13
H 16.934 12.533 11.692 0.09
H 15.345 12.689 12.553 0.08
H 16.159 11.093 12.373 0.07
H 17.887 13.744 14.911 0.11
C 12.068 9.883 17.833 -0.06
C 11.483 10.352 19.155 -0.48
C 12.529 10.876 20.113 -0.05
O 10.432 11.331 18.914 -0.08
H 12.827 9.105 17.886 0.09
H 12.515 10.778 17.379 0.07
H 11.233 9.644 17.173 0.08
H 10.931 9.480 19.546 0.14
H 13.051 11.715 19.675 0.06
H 13.225 10.033 20.282 0.10
H 12.027 11.124 21.045 0.08
H 9.812 10.818 18.373 0.09
C 15.836 17.003 14.581 -0.05
C 14.730 16.215 13.996 -0.48
C 14.519 16.365 12.529 -0.05
O 14.845 14.777 14.238 -0.11
H 15.888 16.834 15.637 0.08
H 15.717 18.069 14.369 0.09
H 16.790 16.772 14.095 0.09
H 13.790 16.465 14.524 0.15
H 14.010 17.317 12.384 0.08
H 13.782 15.605 12.235 0.07
H 15.451 16.204 11.948 0.10
H 15.764 14.526 14.391 0.04
C 10.759 16.960 10.989 -0.05
C 11.568 17.886 10.036 -0.50
C 11.228 17.630 8.566 -0.07
O 11.350 19.244 10.375 -0.05
H 11.046 17.298 11.981 0.07
H 11.052 15.919 10.808 0.08
H 9.696 17.181 10.808 0.08
H 12.645 17.682 10.196 0.13
H 11.533 16.656 8.196 0.07
H 11.772 18.380 7.971 0.08
H 10.167 17.733 8.293 0.08
H 10.858 19.688 9.680 0.08
C 11.316 13.504 15.419 -0.04
C 11.752 12.501 14.370 -0.45
C 11.440 12.810 12.959 -0.05
O 13.210 12.308 14.560 -0.11
H 11.594 14.530 15.164 0.09
H 11.828 13.135 16.312 0.07
H 10.265 13.435 15.706 0.07
H 11.321 11.508 14.571 0.13
H 10.368 12.889 12.781 0.09
H 11.855 11.959 12.412 0.07
H 12.038 13.652 12.581 0.08
H 13.574 13.218 14.613 0.05
C 8.076 15.986 15.104 -0.05
C 6.829 15.945 14.222 -0.54
C 7.217 16.569 12.881 -0.06
O 6.257 14.687 14.050 -0.02
H 8.859 15.384 14.610 0.08
H 7.728 15.426 15.977 0.06
H 8.417 16.988 15.381 0.10
H 6.137 16.647 14.693 0.13
H 7.934 15.909 12.394 0.07
H 7.688 17.534 13.034 0.08
H 6.349 16.714 12.245 0.08
H 6.187 14.316 14.935 0.09
C 14.955 13.544 17.728 -0.18
O 14.348 14.703 17.250 -0.12
H 14.332 12.734 17.309 0.06
H 16.007 13.347 17.478 0.07
H 14.762 13.506 18.801 0.07
H 14.363 14.661 16.275 0.04
C 14.863 9.064 10.269 -0.16
O 14.069 10.057 10.835 -0.17
H 15.034 9.288 9.207 0.08
H 15.822 9.102 10.824 0.08
H 14.467 8.047 10.320 0.08
H 13.993 9.862 11.778 0.02

---

Entry 2:
14
Properties=species:S:1:pos:R:3:nbo_charge:R:1 method="wB97M-V/def2-TZVPD" energy_ev=-9845.024 lumo_energy_ha=0.0356 relative_energy_ev=2.256 smiles="N/C(O)=C/[C@H]1CO1" orbital_gap_ev=8.856 spin_multiplicity=1
N 1.727 0.563 1.768 -0.82
C 0.950 0.317 0.659 0.53
O 1.030 1.321 -0.243 -0.69
C 0.206 -0.797 0.506 -0.49
C -0.853 -0.932 -0.508 0.05
C -1.695 0.189 -0.938 -0.12
O -0.683 -0.328 -1.814 -0.53
H 2.094 1.499 1.846 0.39
H 1.372 0.178 2.630 0.39
H 0.324 -1.592 1.234 0.22
H 0.647 0.991 -1.078 0.51
H -1.318 -1.917 -0.531 0.19
H -1.504 1.199 -0.570 0.18
H -2.725 0.010 -1.234 0.18

---

Entry 3:
89
Properties=species:S:1:pos:R:3:lowdin_charge:R:1 method="wB97M-V/def2-TZVPD" energy_ev=-111494.407 lumo_energy_ha=-0.0739 orbital_gap_ev=7.380 spin_multiplicity=1
N 0.552 0.390 3.905 -0.26
P -0.630 0.619 2.935 0.61
O -1.337 2.110 3.090 -0.53
S -2.173 2.234 4.531 0.88
O -2.219 3.628 4.748 -0.36
O -3.698 1.815 4.086 -0.38
C -4.020 1.667 2.697 -0.25
C -5.377 0.960 2.554 -0.29
C -5.843 0.271 3.811 -0.60
I -4.739 -1.554 4.084 0.79
H 0.708 1.204 4.488 -0.02
H -1.674 -0.312 3.105 -0.01
H -0.236 0.511 1.592 0.02
H -3.296 1.072 2.164 0.07
H -4.102 2.638 2.231 0.13
H -5.255 0.195 1.803 0.04
H -6.132 1.630 2.166 0.12
H -6.867 -0.040 3.693 0.04
H -5.801 0.882 4.694 0.05
C 3.998 -1.131 3.865 0.08
C 4.052 -1.593 2.611 -0.24
C 5.287 -2.237 2.055 -0.30
O 5.260 -2.658 0.910 0.09
C 6.459 -2.325 2.903 0.08
C 6.411 -1.864 4.160 -0.23
C 5.163 -1.246 4.727 -0.31
O 5.187 -0.861 5.882 0.09
O 7.445 -1.914 4.987 0.12
O 3.017 -1.518 1.787 0.11
H 3.105 -0.671 4.270 0.12
H 7.345 -2.773 2.480 0.12
H 7.139 -1.518 5.827 0.12
H 3.302 -1.929 0.947 0.12
C -5.886 -0.551 -2.372 0.09
C -5.689 -1.090 -3.582 -0.22
C -4.444 -1.859 -3.920 -0.31
O -4.351 -2.330 -5.035 0.12
C -3.419 -1.994 -2.895 0.08
C -3.616 -1.454 -1.687 -0.23
C -4.871 -0.705 -1.346 -0.29
O -4.977 -0.254 -0.218 0.09
O -2.728 -1.538 -0.703 0.11
O -6.568 -0.989 -4.569 0.10
H -6.780 0.002 -2.120 0.14
H -2.520 -2.536 -3.150 0.14
H -3.130 -1.077 0.059 0.11
H -6.177 -1.469 -5.328 0.13
C 7.351 -1.703 -3.191 0.07
C 7.248 -1.754 -1.855 -0.23
C 8.200 -2.580 -1.022 -0.30
O 8.083 -2.578 0.187 0.10
C 9.224 -3.351 -1.714 0.08
C 9.316 -3.298 -3.048 -0.24
C 8.388 -2.457 -3.874 -0.32
O 8.549 -2.449 -5.080 0.10
O 10.224 -3.975 -3.737 0.11
O 6.311 -1.078 -1.206 0.11
H 6.680 -1.114 -3.800 0.13
H 9.890 -3.952 -1.111 0.14
H 10.068 -3.753 -4.677 0.12
H 6.424 -1.273 -0.256 0.09
C 5.507 5.300 5.007 0.07
C 4.740 4.720 5.939 -0.24
C 4.823 3.248 6.235 -0.31
O 4.105 2.802 7.108 0.12
C 5.754 2.442 5.458 0.08
C 6.517 3.024 4.525 -0.24
C 6.451 4.497 4.247 -0.32
O 7.191 4.951 3.394 0.11
O 7.383 2.347 3.780 0.11
O 3.858 5.389 6.666 0.12
H 5.455 6.357 4.788 0.14
H 5.799 1.382 5.663 0.11
H 7.803 3.005 3.191 0.12
H 3.444 4.732 7.261 0.12
C -8.875 0.914 -8.517 0.08
C -8.849 0.405 -7.279 -0.23
C -10.028 -0.320 -6.692 -0.31
O -9.920 -0.770 -5.568 0.11
C -11.233 -0.441 -7.498 0.07
C -11.260 0.071 -8.735 -0.24
C -10.073 0.774 -9.330 -0.32
O -10.171 1.196 -10.466 0.11
O -12.323 -0.001 -9.522 0.12
O -7.792 0.496 -6.483 0.10
H -8.033 1.435 -8.949 0.14
H -12.081 -0.950 -7.061 0.14
H -12.072 0.444 -10.357 0.12
H -8.032 0.045 -5.648 0.09